[1]
Entry from OMol25: a molecular structure, C30H49FN14O4RbS (ωB97M-V with the def2-TZVPD basis set).

* energy relative to the best compared isomer or geometry (same formula, charge and spin): 27.22 kJ/mol
* electronic energy: -2762.4197 Ha
* total charge: -1

```
100
C30H49FN14O4RbS, DFT ωB97M-V with the def2-TZVPD basis set
Rb 0.586 -1.062 0.379
C -1.931 -1.268 -3.271
C -2.614 -1.058 -1.924
N -2.006 -1.830 -0.845
C -2.827 -1.957 0.357
C -3.460 -0.639 0.803
N -2.550 0.482 0.770
C -3.181 1.770 0.961
C -2.229 2.923 0.657
C -1.918 3.137 -0.823
N -1.098 2.094 -1.387
C -0.959 2.085 -2.822
C 0.190 1.177 -3.256
N 0.222 -0.110 -2.595
C -0.404 -1.239 -3.267
H -2.320 -0.509 -3.958
H -2.222 -2.237 -3.694
H -3.682 -1.306 -2.051
H -2.545 -0.005 -1.641
H -1.697 -2.745 -1.161
H -2.201 -2.355 1.163
H -3.662 -2.665 0.229
H -3.918 -0.809 1.792
H -4.283 -0.400 0.122
H -1.773 0.385 1.416
H -3.580 1.899 1.983
H -4.044 1.834 0.286
H -1.296 2.766 1.209
H -2.673 3.843 1.047
H -1.480 4.143 -0.963
H -2.868 3.148 -1.374
H -0.216 1.962 -0.904
H -0.773 3.089 -3.244
H -1.905 1.739 -3.262
H 1.126 1.686 -3.002
H 0.166 1.082 -4.354
H 1.191 -0.370 -2.411
H -0.034 -2.128 -2.753
H -0.074 -1.323 -4.318
C 2.946 -5.361 -2.172
C 1.738 -4.470 -2.054
N 1.694 -3.450 -1.293
N 2.757 -3.242 -0.465
C 3.457 -2.161 -0.605
N 4.341 -1.880 0.442
S 3.445 -1.038 -1.922
C 0.539 -4.745 -2.894
C 0.704 -5.279 -4.170
C -0.404 -5.488 -4.970
C -1.656 -5.160 -4.478
C -1.726 -4.630 -3.198
N -0.668 -4.423 -2.418
H 3.414 -5.447 -1.192
H 3.685 -4.915 -2.844
H 2.683 -6.351 -2.545
H 4.490 -2.637 1.094
H 5.185 -1.447 0.105
H 1.698 -5.506 -4.532
H -0.291 -5.888 -5.970
H -2.553 -5.301 -5.066
H -2.687 -4.353 -2.775
C 1.359 3.274 1.010
N 1.980 2.098 0.390
C 2.719 1.400 1.458
N 3.748 2.255 2.069
C 3.088 3.438 2.619
N 2.342 4.189 1.604
C 3.287 4.579 0.551
N 3.963 3.433 -0.063
C 2.933 2.544 -0.629
C 4.655 2.693 1.002
H 0.672 2.934 1.789
H 0.792 3.818 0.249
H 3.206 0.512 1.056
H 1.994 1.102 2.217
H 3.840 4.095 3.062
H 2.393 3.121 3.399
H 4.038 5.245 0.983
H 2.744 5.123 -0.225
H 3.404 1.666 -1.073
H 2.389 3.091 -1.405
H 5.425 3.337 1.433
H 5.131 1.815 0.563
F -1.382 3.917 5.146
C -1.901 2.683 5.028
C -1.119 1.605 5.050
N -1.607 0.320 4.983
C -0.676 -0.789 4.756
C -0.073 -0.770 3.350
O -0.169 0.337 2.729
O 0.428 -1.831 2.949
C -2.954 0.093 4.776
O -3.443 -1.006 4.627
N -3.732 1.239 4.765
C -3.333 2.572 4.864
O -4.135 3.479 4.812
H -0.047 1.704 5.144
H -1.220 -1.717 4.891
H 0.129 -0.734 5.491
H -4.717 1.082 4.607
```

Löwdin atomic charge list, values in e, 99 entries: 0.84 -0.17 -0.23 -0.11 -0.22 -0.23 -0.05 -0.22 -0.17 -0.24 -0.06 -0.23 -0.21 -0.10 -0.23 0.10 0.08 0.11 0.09 0.07 0.11 0.11 0.11 0.11 0.06 0.10 0.12 0.09 0.11 0.10 0.12 0.08 0.11 0.10 0.11 0.11 -0.04 0.07 0.12 -0.04 -0.29 0.01 -0.07 -1.00 0.03 0.51 -0.23 -0.02 -0.07 -0.07 -0.16 0.12 0.07 0.09 0.07 0.08 0.05 0.11 0.10 0.10 0.11 -0.18 -0.08 -0.19 -0.08 -0.18 -0.08 -0.18 -0.08 -0.18 -0.17 0.11 0.12 0.10 0.10 0.12 0.12 0.12 0.12 0.07 0.12 0.12 0.12 0.08 -0.19 0.04 0.01 -0.03 -0.71 -0.16 -0.13 -0.47 0.08 0.21 -0.42 0.08 0.15 0.12 0.13

[2]
Entry from OMol25: a molecular structure, C30H49N5O3Si2 at a distorted geometry (ωB97M-V with the def2-TZVPD basis set).

* electronic energy: -2250.9643 Ha

```
89
C30H49N5O3Si2, DFT ωB97M-V with the def2-TZVPD basis set
C -1.095 -1.229 2.071
C -1.873 -0.518 0.952
C -2.681 -1.536 0.100
C -2.757 0.638 1.477
C -2.387 2.017 0.856
Si -0.903 2.732 1.776
O 0.220 3.531 0.828
Si 0.956 2.696 -0.433
C 2.532 1.848 0.192
C 2.412 0.326 0.067
O 2.596 -0.070 -1.282
C 1.357 3.966 -1.759
C 1.151 3.551 -3.222
C 0.176 2.434 -3.563
O 1.702 2.346 -3.646
H -0.713 -2.183 1.701
H -0.269 -0.599 2.396
H -1.751 -1.466 2.912
H -1.141 -0.070 0.274
H -3.755 -1.346 0.168
H -2.527 -2.553 0.461
H -2.399 -1.456 -0.950
H -3.814 0.428 1.306
H -2.637 0.745 2.564
H -3.234 2.685 1.032
H -2.246 1.930 -0.222
H -1.452 3.739 2.711
H -0.245 1.718 2.633
H 0.035 1.607 -0.803
H 3.337 2.152 -0.481
H 2.731 2.133 1.226
H 3.183 -0.151 0.686
H 1.454 -0.039 0.457
H 1.850 -0.606 -1.560
H 0.725 4.846 -1.617
H 2.411 4.247 -1.670
H 1.165 4.362 -3.948
H -0.181 2.602 -4.575
H 0.072 1.486 -3.064
N 2.743 -3.989 3.357
C 2.072 -2.869 3.765
C 1.340 -3.198 4.874
C 1.583 -4.572 5.149
C 2.454 -5.030 4.196
H 3.354 -4.038 2.563
H 2.172 -1.939 3.231
H 0.702 -2.530 5.428
H 1.167 -5.155 5.953
H 2.889 -6.002 4.045
N -5.441 2.534 4.135
C -6.322 3.504 3.740
C -5.680 4.711 3.819
C -4.358 4.459 4.277
C -4.242 3.108 4.461
H -5.642 1.553 4.179
H -7.325 3.253 3.439
H -6.110 5.668 3.576
H -3.583 5.187 4.449
H -3.413 2.507 4.794
N 3.550 3.752 -5.514
C 4.566 4.521 -5.022
C 5.380 4.871 -6.068
C 4.828 4.290 -7.241
C 3.699 3.608 -6.864
H 2.804 3.352 -4.962
H 4.627 4.753 -3.971
H 6.270 5.474 -6.001
H 5.214 4.363 -8.244
H 2.994 3.034 -7.441
N 3.403 -4.186 -3.715
C 2.460 -3.264 -4.078
C 2.981 -2.018 -3.848
C 4.291 -2.195 -3.328
C 4.523 -3.542 -3.260
H 3.291 -5.180 -3.774
H 1.504 -3.572 -4.468
H 2.482 -1.080 -4.033
H 4.980 -1.420 -3.038
H 5.384 -4.097 -2.928
N -4.646 -4.659 1.970
C -3.431 -4.825 2.578
C -2.914 -6.023 2.165
C -3.853 -6.602 1.269
C -4.909 -5.736 1.168
H -5.251 -3.869 2.093
H -3.041 -4.079 3.249
H -1.968 -6.438 2.471
H -3.763 -7.545 0.757
H -5.820 -5.794 0.597
```

For reference, the Löwdin charges in units of e are: -0.09 -0.42 -0.05 -0.25 -0.29 0.55 -0.38 0.56 -0.22 -0.34 -0.08 -0.17 -0.39 -0.01 -0.13 0.07 0.04 0.08 0.09 0.06 0.06 0.07 0.10 0.08 0.07 0.06 -0.02 -0.01 0.02 0.08 0.08 0.11 0.09 0.07 0.09 0.08 0.14 0.10 0.09 0.00 -0.15 -0.11 -0.11 -0.14 0.14 0.10 0.09 0.09 0.10 0.00 -0.14 -0.11 -0.12 -0.16 0.14 0.10 0.09 0.09 0.10 0.01 -0.14 -0.12 -0.12 -0.14 0.09 0.10 0.09 0.09 0.10 0.00 -0.14 -0.12 -0.11 -0.14 0.14 0.10 0.09 0.09 0.10 0.00 -0.15 -0.11 -0.11 -0.14 0.14 0.10 0.09 0.09 0.10

[3]
Entry from OMol25: a molecular structure, C30H50AgBF4O2P at a distorted geometry (ωB97M-V with the def2-TZVPD basis set).

* electronic energy: -2236.6220 Ha
* total charge: -1

```
89
C30H50AgBF4O2P, DFT ωB97M-V with the def2-TZVPD basis set
Ag -0.332 -0.948 -0.882
O -0.119 0.738 0.807
P 0.019 1.150 2.230
C -1.534 0.988 3.218
C -1.719 -0.444 3.751
C -3.168 -0.652 4.191
C -4.124 -0.600 2.982
C -3.508 0.200 1.832
C -2.753 1.416 2.361
C 1.284 0.110 3.124
C 1.148 -1.358 2.655
C 2.499 -2.072 2.589
C 3.424 -1.412 1.556
C 3.225 0.115 1.534
C 2.724 0.602 2.895
C 0.580 2.921 2.366
C 1.657 3.222 1.290
C 1.406 4.532 0.544
C 0.030 4.495 -0.110
C -1.084 4.321 0.941
C -0.553 3.964 2.336
H -1.427 1.659 4.078
H -1.046 -0.622 4.593
H -1.482 -1.170 2.970
H -3.425 0.132 4.911
H -3.261 -1.607 4.712
H -5.069 -0.142 3.285
H -4.353 -1.603 2.620
H -4.277 0.502 1.124
H -2.816 -0.427 1.270
H -3.427 2.034 2.962
H -2.430 2.009 1.508
H 1.044 0.193 4.190
H 0.710 -1.387 1.652
H 0.481 -1.910 3.316
H 2.337 -3.119 2.327
H 2.965 -2.061 3.579
H 3.210 -1.814 0.564
H 4.462 -1.657 1.792
H 2.481 0.365 0.774
H 4.153 0.619 1.260
H 2.784 1.686 2.970
H 3.370 0.207 3.685
H 1.022 2.980 3.368
H 1.662 2.419 0.549
H 2.651 3.258 1.739
H 2.180 4.656 -0.216
H 1.481 5.382 1.230
H 0.011 3.654 -0.807
H -0.134 5.402 -0.695
H -1.778 3.558 0.594
H -1.662 5.243 1.038
H -1.386 3.645 2.966
H -0.154 4.873 2.792
F -2.587 -1.682 -0.825
B -3.993 -1.677 -1.184
F -4.191 -2.562 -2.236
F -4.340 -0.365 -1.542
F -4.715 -2.076 -0.044
C 1.457 1.345 -2.467
C 1.163 0.907 -3.904
C 2.466 0.929 -4.717
C 0.467 -0.440 -4.129
C -0.251 -0.527 -5.317
C -0.828 -1.706 -5.752
C -0.686 -2.832 -4.959
C -0.006 -2.802 -3.751
C 0.077 -4.128 -3.003
C 1.310 -4.911 -3.474
C 0.051 -4.069 -1.474
C 0.600 -1.595 -3.296
O 1.308 -1.570 -2.182
H 1.791 2.389 -2.461
H 2.225 0.717 -2.021
H 0.560 1.277 -1.850
H 0.498 1.668 -4.328
H 3.175 0.217 -4.287
H 2.919 1.925 -4.714
H 2.281 0.637 -5.751
H -0.356 0.373 -5.917
H -1.385 -1.739 -6.680
H -1.136 -3.767 -5.281
H -0.812 -4.693 -3.300
H 2.218 -4.374 -3.188
H 1.303 -5.018 -4.561
H 1.337 -5.910 -3.029
H 0.978 -3.653 -1.084
H -0.088 -5.077 -1.073
H -0.787 -3.457 -1.129
```

For reference, the Löwdin charges in units of e are: 0.83 -0.37 0.83 -0.34 -0.21 -0.19 -0.18 -0.19 -0.19 -0.32 -0.20 -0.20 -0.18 -0.19 -0.20 -0.32 -0.19 -0.20 -0.18 -0.18 -0.19 0.12 0.11 0.11 0.11 0.10 0.11 0.11 0.12 0.10 0.12 0.07 0.11 0.09 0.10 0.11 0.11 0.11 0.10 0.09 0.11 0.07 0.12 0.11 0.09 0.10 0.11 0.11 0.10 0.10 0.09 0.11 0.09 0.11 0.00 -1.23 0.12 0.09 0.09 -0.10 -0.37 -0.08 -0.15 -0.08 -0.12 -0.07 -0.15 -0.37 -0.07 -0.09 -0.36 -0.23 0.07 0.07 0.04 0.12 0.08 0.07 0.07 0.10 0.08 0.11 0.12 0.08 0.07 0.07 0.06 0.07 0.05

[4]
Entry from OMol25: a molecular structure, C30H50BIrN3O3P2S at a distorted geometry (ωB97M-V with the def2-TZVPD basis set).

* energy relative to the best compared isomer or geometry (same formula, charge and spin): 24.70 kJ/mol
* electronic energy: -2772.9835 Ha
* total charge: +1

```
91
C30H50BIrN3O3P2S, DFT ωB97M-V with the def2-TZVPD basis set
Ir 0.332 -0.698 -0.718
C -0.774 0.221 4.158
C 0.278 -0.213 3.136
C 0.971 -1.515 3.577
C 1.351 0.880 2.993
P -0.481 -0.448 1.464
C -1.436 1.136 1.138
N -0.521 1.936 0.369
B 0.219 1.326 -0.668
N 1.390 2.115 -0.836
C 2.553 1.641 -1.515
P 2.447 -0.215 -1.434
C 3.993 -0.728 -0.591
C 3.797 -0.290 0.871
C 5.254 -0.086 -1.168
C 4.093 -2.263 -0.626
C 2.224 -0.788 -3.175
C 1.125 0.083 -3.814
C 3.495 -0.748 -4.016
C 1.672 -2.231 -3.099
C 1.324 3.220 0.039
C 2.210 4.259 0.252
C 1.872 5.211 1.209
C 0.678 5.123 1.919
C -0.207 4.070 1.707
C 0.141 3.115 0.772
C -1.608 -1.895 1.330
C -2.310 -1.719 -0.009
C -2.636 -2.071 2.443
C -0.711 -3.152 1.228
H -0.314 0.139 5.145
H -1.076 1.259 4.026
H -1.668 -0.397 4.159
H 1.622 -1.293 4.424
H 0.253 -2.269 3.903
H 1.591 -1.942 2.784
H 1.881 0.975 3.944
H 2.079 0.636 2.220
H 0.924 1.853 2.758
H -2.323 0.860 0.565
H -1.754 1.651 2.040
H 2.608 1.950 -2.559
H 3.454 2.000 -1.021
H 3.702 0.796 0.972
H 2.906 -0.750 1.301
H 4.663 -0.606 1.457
H 5.259 0.999 -1.065
H 6.106 -0.470 -0.603
H 5.417 -0.332 -2.215
H 3.150 -2.738 -0.341
H 4.384 -2.630 -1.612
H 4.855 -2.590 0.085
H 1.436 1.115 -3.974
H 0.868 -0.338 -4.788
H 0.210 0.104 -3.205
H 3.925 0.254 -4.066
H 4.252 -1.440 -3.651
H 3.240 -1.049 -5.036
H 0.792 -2.306 -2.436
H 1.345 -2.554 -4.089
H 2.413 -2.944 -2.736
H 3.131 4.347 -0.314
H 2.543 6.041 1.392
H 0.430 5.887 2.643
H -1.145 4.017 2.249
H -3.023 -0.902 -0.026
H -1.568 -1.536 -0.836
H -2.841 -2.632 -0.281
H -3.300 -1.209 2.534
H -3.258 -2.935 2.192
H -2.174 -2.275 3.408
H 0.108 -3.023 0.503
H -0.261 -3.425 2.179
H -1.317 -3.995 0.888
N -2.286 0.771 -2.375
C -3.570 0.404 -1.890
C -4.116 -0.816 -2.245
C -5.291 -1.250 -1.639
C -5.917 -0.453 -0.690
C -5.367 0.784 -0.347
C -4.194 1.213 -0.948
S -7.406 -0.986 0.138
O -7.727 -2.256 -0.495
O -8.342 0.094 -0.113
O -6.969 -1.092 1.528
H -2.078 1.759 -2.389
H -2.034 0.341 -3.252
H -3.608 -1.440 -2.980
H -5.733 -2.210 -1.879
H -5.871 1.390 0.396
H -3.748 2.169 -0.674
```

For reference, the Löwdin charges in units of e are: 0.81 -0.05 -0.64 -0.07 -0.06 1.11 -0.19 0.00 -0.64 0.00 -0.22 1.04 -0.67 -0.09 -0.05 -0.07 -0.68 -0.07 -0.06 -0.08 -0.16 0.00 -0.07 -0.07 -0.01 -0.18 -0.68 -0.09 -0.04 -0.08 0.11 0.08 0.07 0.10 0.08 0.07 0.11 0.04 0.07 0.07 0.11 0.10 0.09 0.09 0.04 0.11 0.08 0.11 0.07 0.08 0.08 0.10 0.09 0.11 0.04 0.09 0.08 0.11 0.05 0.11 0.08 0.12 0.11 0.11 0.12 0.06 0.04 0.13 0.11 0.11 0.08 0.06 0.07 0.10 0.09 -0.37 -0.07 -0.04 -0.25 -0.04 -0.07 0.40 -0.36 -0.34 -0.37 0.09 0.08 0.12 0.12 0.13 0.12

[5]
Entry from OMol25: a molecular structure, C30H50BIrN3O3P2S (ωB97M-V with the def2-TZVPD basis set).

* spin multiplicity: 5
* electronic energy: -2772.9200 Ha
* total charge: +1

```
91
C30H50BIrN3O3P2S, DFT ωB97M-V with the def2-TZVPD basis set
Ir 0.052 0.017 0.302
C -3.332 -1.525 -2.100
C -3.063 -0.017 -2.027
C -4.307 0.753 -2.477
C -1.903 0.324 -2.977
P -2.428 0.399 -0.320
C -2.440 2.253 -0.264
N -1.124 2.687 -0.660
B 0.067 2.015 -0.228
N 1.114 2.601 -1.016
C 2.484 2.167 -1.067
P 2.622 0.496 -0.297
C 3.464 0.825 1.338
C 2.669 1.907 2.086
C 4.912 1.296 1.193
C 3.421 -0.461 2.176
C 3.753 -0.401 -1.494
C 2.829 -0.772 -2.666
C 4.268 -1.691 -0.849
C 4.937 0.406 -2.037
C 0.566 3.548 -1.887
C 1.164 4.317 -2.873
C 0.348 5.129 -3.651
C -1.027 5.182 -3.434
C -1.625 4.426 -2.433
C -0.815 3.602 -1.668
C -3.564 -0.121 1.064
C -3.429 -1.639 1.261
C -3.054 0.568 2.347
C -5.030 0.243 0.835
H -3.436 -1.819 -3.148
H -4.254 -1.801 -1.588
H -2.511 -2.108 -1.671
H -4.620 0.364 -3.450
H -4.101 1.815 -2.614
H -5.148 0.647 -1.797
H -2.170 0.006 -3.988
H -0.980 -0.188 -2.692
H -1.699 1.397 -3.010
H -2.653 2.555 0.759
H -3.211 2.681 -0.901
H 3.156 2.860 -0.553
H 2.811 2.113 -2.106
H 2.690 2.873 1.577
H 3.122 2.043 3.071
H 1.624 1.628 2.228
H 5.008 2.165 0.540
H 5.567 0.507 0.822
H 5.282 1.588 2.180
H 2.411 -0.882 2.213
H 3.718 -0.237 3.203
H 4.096 -1.229 1.798
H 1.992 -1.396 -2.340
H 3.398 -1.332 -3.413
H 2.413 0.110 -3.160
H 3.474 -2.249 -0.342
H 5.058 -1.500 -0.122
H 4.684 -2.341 -1.622
H 4.621 1.285 -2.598
H 5.497 -0.228 -2.731
H 5.626 0.725 -1.259
H 2.236 4.298 -3.028
H 0.788 5.735 -4.432
H -1.637 5.828 -4.050
H -2.693 4.489 -2.256
H -2.384 -1.936 1.376
H -3.857 -2.205 0.435
H -3.956 -1.931 2.172
H -1.962 0.565 2.421
H -3.447 0.029 3.212
H -3.395 1.600 2.425
H -5.478 -0.351 0.039
H -5.163 1.301 0.600
H -5.591 0.037 1.751
N 0.353 -2.362 0.356
C 0.036 -3.051 1.599
C -0.248 -4.417 1.552
C -0.607 -5.091 2.699
C -0.614 -4.384 3.911
C -0.356 -3.005 3.968
C -0.016 -2.352 2.802
S -1.056 -5.231 5.400
O -0.759 -6.619 5.324
O -0.656 -4.490 6.547
O -2.475 -4.868 4.899
H 1.347 -2.465 0.161
H -0.141 -2.841 -0.392
H -0.202 -4.946 0.607
H -0.846 -6.146 2.690
H -0.398 -2.491 4.919
H 0.181 -1.290 2.825
```

For reference, the Löwdin charges in units of e are: 1.01 -0.09 -0.69 -0.07 -0.09 1.03 -0.25 -0.04 -0.69 -0.02 -0.28 1.04 -0.69 -0.10 -0.08 -0.09 -0.69 -0.11 -0.09 -0.07 -0.16 -0.01 -0.08 -0.08 -0.01 -0.18 -0.69 -0.09 -0.10 -0.07 0.09 0.07 0.07 0.10 0.07 0.06 0.10 0.06 0.08 0.09 0.09 0.10 0.08 0.08 0.10 0.04 0.08 0.07 0.10 0.04 0.10 0.07 0.06 0.09 0.08 0.06 0.07 0.10 0.08 0.10 0.07 0.11 0.11 0.11 0.11 0.05 0.07 0.10 0.05 0.09 0.08 0.07 0.09 0.10 -0.01 -0.29 0.00 0.00 -0.25 0.00 -0.05 0.54 -0.25 -0.25 -0.12 0.07 0.09 0.13 0.13 0.13 0.08